DFT (wB97M-V/def2-TZVPD) results for C49H55BaN2O4P2SSi as an isolated structure in a non-equilibrium geometry.

Last column: Mulliken charge in e.
CARTESIAN COORDINATES (ANGSTROEM)
1 Ba -0.348 0.153 0.290  0.54
2 S -0.552 -0.140 3.877  -0.47
3 P 0.532 -3.466 0.531  2.44
4 P -1.809 -1.539 -2.365  1.67
5 Si 1.549 -1.141 -1.608  -0.25
6 O 2.189 3.916 0.959  -0.48
7 O -2.319 1.541 -0.062  -0.08
8 O -0.580 2.522 1.741  0.51
9 O -0.180 3.000 -0.997  0.34
10 N -0.914 -1.111 6.351  0.33
11 N -2.550 -1.562 4.965  -0.02
12 C 1.525 -3.280 3.197  -0.67
13 C -2.568 -3.023 -1.593  0.42
14 C -3.582 0.521 -5.387  -0.75
15 C -5.318 -0.822 -4.409  -0.63
16 C 2.094 3.567 -0.409  -0.23
17 C -0.886 -2.879 -4.642  -0.41
18 C 0.431 -6.549 -2.101  -0.41
19 C 0.273 -0.514 6.907  -1.02
20 C 0.319 -5.183 -0.106  0.33
21 C -2.837 2.063 1.156  -0.57
22 C -1.463 3.457 -1.369  -0.69
23 C -4.400 -1.377 -3.527  -0.60
24 C -2.479 -4.323 -2.081  -0.16
25 C -0.844 -4.220 4.296  -1.01
26 C 0.585 -5.327 -1.471  -0.57
27 C 0.485 -3.661 2.352  0.45
28 C -4.913 0.124 -5.337  -0.59
29 C 4.134 -2.354 -1.101  -0.03
30 C -3.831 -3.848 0.303  -0.64
31 C 2.640 0.121 -2.565  -1.57
32 C 0.805 4.019 -1.079  -0.85
33 C 4.566 -4.179 0.399  -1.01
34 C 1.786 3.002 1.952  0.10
35 C -1.890 -1.798 7.184  -0.62
36 C 2.769 -2.368 -0.791  0.60
37 C 0.057 -3.482 -5.454  -0.85
38 C 0.384 3.245 2.496  -0.93
39 C -0.509 -2.235 -3.457  0.49
40 C 2.326 -3.310 0.150  -0.53
41 C -3.062 -5.372 -1.384  -0.53
42 C -2.459 2.313 -1.248  -0.08
43 C -1.891 3.034 1.854  -0.73
44 C -1.342 -0.964 5.089  -0.31
45 C -3.065 -0.993 -3.577  0.41
46 C 0.221 -3.895 5.125  -0.62
47 C -0.269 -7.519 -0.025  -0.57
48 C -0.104 -6.296 0.612  -0.44
49 C -3.735 -5.140 -0.194  -0.67
50 C -0.720 -4.082 2.922  -0.78
51 C 1.772 -2.796 -3.925  -0.46
52 C -2.665 -0.028 -4.506  -0.43
53 C 1.396 -3.451 -5.084  -1.05
54 C 5.024 -3.240 -0.516  -0.97
55 C -2.922 -2.302 6.166  -0.37
56 C -0.010 -7.651 -1.380  -0.82
57 C -3.247 -2.801 -0.392  -0.67
58 C 0.842 -2.161 -3.090  -0.42
59 C 1.393 -3.401 4.574  -1.07
60 C 3.221 -4.219 0.720  -0.39
61 H 2.486 3.135 2.777  0.45
62 H 2.920 4.083 -0.896  0.44
63 H -3.320 -1.785 -0.011  0.45
64 H 2.822 -2.779 -3.647  0.48
65 H -1.941 4.039 1.420  0.28
66 H -2.976 -6.380 -1.768  0.44
67 H 3.225 -0.334 -3.371  0.50
68 H -4.719 -2.123 -2.808  0.42
69 H 0.900 -0.167 6.090  0.30
70 H 6.073 -3.208 -0.784  0.43
71 H 0.657 -6.639 -3.156  0.49
72 H -0.594 -8.378 0.549  0.45
73 H 0.455 4.930 -0.579  0.37
74 H -1.768 -4.596 4.720  0.68
75 H -2.191 3.106 2.906  0.50
76 H -2.847 -3.380 6.009  0.08
77 H -4.360 -3.663 1.230  0.49
78 H -1.562 -4.306 2.275  0.58
79 H 0.179 4.319 2.442  0.34
80 H -1.932 -2.903 -4.927  0.56
81 H 0.929 -4.469 -2.035  -0.03
82 H -3.815 2.525 1.001  0.46
83 H 0.990 4.257 -2.133  0.51
84 H 0.820 -1.254 7.493  0.34
85 H 5.254 -4.880 0.854  0.43
86 H 1.874 1.964 1.601  -0.12
87 H -0.247 -3.968 -6.372  0.42
88 H 2.148 -3.923 -5.706  0.43
89 H -0.281 -6.231 1.676  0.44
90 H 2.224 2.487 -0.560  -0.04
91 H -2.331 -1.105 7.905  0.40
92 H -1.942 -4.527 -2.996  0.34
93 H 4.507 -1.638 -1.827  0.37
94 H 2.855 -4.968 1.413  0.50
95 H -5.632 0.550 -6.024  0.40
96 H 2.216 -3.118 5.219  0.46
97 H -1.464 3.803 -2.410  0.61
98 H -2.292 1.606 -2.064  -0.41
99 H 3.342 0.633 -1.900  0.37
100 H -3.942 -2.067 6.466  0.40
101 H -3.263 1.254 -6.117  0.44
102 H -3.474 2.711 -1.335  0.38
103 H 0.337 2.921 3.542  0.41
104 H -1.759 4.307 -0.742  0.30
105 H -0.138 -8.608 -1.869  0.37
106 H -1.622 0.271 -4.550  0.45
107 H -4.182 -5.966 0.344  0.37
108 H 1.995 0.876 -3.023  0.26
109 H 0.026 0.336 7.549  0.29
110 H 2.453 -2.910 2.780  0.44
111 H 0.138 -4.030 6.197  0.51
112 H -1.420 -2.613 7.736  0.38
113 H -6.354 -1.135 -4.375  0.42
114 H -2.961 1.195 1.809  0.20
115 H -2.879 -1.833 4.056  0.20

As for the total charge: +1. The gap between HOMO and LUMO comes out at 0.234 Ha. The calculation puts the max |F| at 1.5 eV/A. For the energy relative to the best compared isomer or geometry (same formula, charge and spin), the calculation gives 115.3 kJ/mol.

=====

DFT (wB97M-V/def2-TZVPD) results for B2H46NiO19 as an isolated structure in a non-equilibrium geometry.

Last column: Mulliken charge in e.
CARTESIAN COORDINATES (ANGSTROEM)
1 Ni -11.429 0.037 -19.696  0.40
2 O -14.353 -1.611 -23.601  -0.70
3 O -11.543 3.932 -22.255  -0.66
4 O -9.839 -0.698 -20.839  -0.23
5 O -7.748 0.705 -18.584  -0.58
6 O -12.314 -1.906 -20.226  -0.44
7 O -11.798 -1.616 -15.629  -0.71
8 O -10.068 1.525 -19.276  -0.43
9 O -15.614 0.864 -15.979  -0.65
10 O -11.721 2.242 -15.740  -0.76
11 O -10.494 -0.345 -24.504  -0.62
12 O -13.075 0.772 -24.344  -0.91
13 O -10.824 -1.235 -18.129  -0.24
14 O -7.045 -1.285 -20.997  -0.58
15 O -7.461 1.475 -21.734  -0.57
16 O -14.765 -1.624 -18.549  -0.68
17 O -9.967 -3.551 -16.473  -0.62
18 O -9.219 3.250 -15.682  -0.66
19 O -15.201 1.463 -20.522  -0.77
20 O -12.087 4.577 -19.572  -0.69
21 B -12.283 1.168 -21.576  2.28
22 B -13.216 0.908 -18.341  2.42
23 H -11.790 3.029 -22.457  0.44
24 H -12.655 -1.322 -15.319  0.21
25 H -6.793 -1.383 -20.079  0.28
26 H -13.184 1.563 -22.017  -0.30
27 H -10.515 2.368 -19.356  0.15
28 H -13.085 -1.834 -19.664  0.22
29 H -11.203 -1.425 -14.904  0.31
30 H -15.061 0.476 -15.300  0.28
31 H -9.991 2.709 -15.844  0.36
32 H -13.152 0.444 -19.314  -0.44
33 H -10.641 -2.929 -16.199  0.36
34 H -7.579 0.010 -17.949  0.25
35 H -9.841 0.347 -24.400  0.29
36 H -12.230 0.878 -17.902  -0.80
37 H -10.293 -2.029 -18.067  0.31
38 H -14.515 -0.836 -18.067  0.28
39 H -10.401 -4.404 -16.441  0.33
40 H -12.534 5.064 -18.880  0.31
41 H -14.708 -1.384 -22.742  0.28
42 H -13.655 1.870 -18.553  -0.13
43 H -13.888 -0.824 -23.884  0.42
44 H -9.603 -1.500 -21.305  0.14
45 H -12.322 -2.815 -20.529  0.24
46 H -11.462 3.951 -21.302  0.31
47 H -13.824 0.337 -17.657  -0.85
48 H -9.982 -1.138 -24.659  0.26
49 H -6.776 -2.106 -21.409  0.27
50 H -14.665 1.116 -19.809  0.35
51 H -9.497 4.138 -15.904  0.29
52 H -12.299 0.303 -24.649  0.33
53 H -9.018 -0.211 -20.768  0.07
54 H -12.084 1.699 -20.658  -1.23
55 H -12.884 0.982 -23.429  0.41
56 H -7.259 0.623 -21.348  0.32
57 H -12.545 3.737 -19.609  0.22
58 H -12.574 2.670 -15.666  0.27
59 H -9.227 1.737 -18.870  0.24
60 H -11.401 1.204 -22.197  -0.31
61 H -7.451 2.082 -20.994  0.29
62 H -15.019 1.020 -16.713  0.50
63 H -15.620 -1.415 -18.924  0.29
64 H -11.822 1.628 -16.467  -0.03
65 H -6.886 1.082 -18.763  0.25
66 H -12.378 0.109 -21.391  -0.10
67 H -11.209 -1.136 -17.258  0.08
68 H -14.666 1.340 -21.306  0.36

As for the expectation value of S²: 2.003. The gap between HOMO and LUMO (spin up / spin down) comes out at 0.316 / 0.317 Ha. The calculation puts the max |F| at 4.2 eV/A. For the energy relative to the best compared isomer or geometry (same formula, charge and spin), the calculation gives 56.8 kJ/mol. Its multiplicity is 3.

=====

DFT (wB97M-V/def2-TZVPD) results for C11H16ClO2PW as an isolated structure in a non-equilibrium geometry.

Last column: Mulliken charge in e.
CARTESIAN COORDINATES (ANGSTROEM)
1 W -0.180 1.069 -0.388  1.15
2 Cl 0.148 3.428 -0.593  -0.22
3 P 0.290 -0.610 1.613  0.19
4 O 2.926 1.676 0.426  -0.23
5 O -1.815 2.463 2.106  -0.21
6 C 0.047 -0.490 -1.860  -0.42
7 C -0.030 0.759 -2.557  0.54
8 C -1.364 -1.280 2.051  -1.28
9 C 1.022 -2.111 0.842  -1.25
10 C -1.361 1.266 -2.339  -0.27
11 C 1.834 1.353 0.168  0.35
12 C -1.182 -0.716 -1.164  -0.77
13 C 1.066 1.337 -3.399  -1.18
14 C -1.280 1.866 1.264  0.46
15 C -2.043 0.396 -1.437  -0.92
16 C 1.082 -0.752 3.259  -1.14
17 H 1.143 -2.877 1.619  0.48
18 H -1.777 2.127 -2.847  0.46
19 H 0.430 -2.529 0.022  0.35
20 H 1.001 0.933 -4.424  0.35
21 H -2.035 -1.374 1.194  0.32
22 H 2.047 1.068 -2.974  0.33
23 H -3.050 0.519 -1.075  0.61
24 H -1.846 -0.601 2.766  0.44
25 H 2.165 -0.572 3.226  0.40
26 H 0.929 -1.793 3.605  0.45
27 H 2.011 -1.858 0.443  0.40
28 H 0.998 2.435 -3.447  0.36
29 H 0.640 -0.083 4.008  0.38
30 H 0.883 -1.173 -1.977  0.52
31 H -1.237 -2.268 2.511  0.46
32 H -1.463 -1.609 -0.642  0.90

As for the total charge: +2. As for the expectation value of S²: 2.017. The gap between HOMO and LUMO (spin up / spin down) comes out at 0.323 / 0.281 Ha. The calculation puts the max |F| at 6.1 eV/A. For the energy relative to the best compared isomer or geometry (same formula, charge and spin), the calculation gives 0.0 kJ/mol. Its multiplicity is 3.

=====

DFT (wB97M-V/def2-TZVPD) results for C17H24BBrN7O2SbSe4Zn as an isolated structure.

Last column: Mulliken charge in e.
CARTESIAN COORDINATES (ANGSTROEM)
1 Sb 3.512 -0.336 -1.920  0.57
2 Br 0.705 1.632 5.060  -0.26
3 Se 5.723 0.394 -1.172  -0.79
4 Se 2.683 -2.378 -0.676  -0.82
5 Se 1.656 1.168 -1.032  -0.68
6 Se 3.270 -0.540 -4.328  -0.76
7 Zn 0.613 -0.952 -0.571  1.15
8 O -1.821 0.865 -0.302  -0.78
9 O 5.416 2.888 3.248  -0.59
10 N -1.495 -2.696 0.690  0.67
11 N -1.502 -2.709 -1.868  0.49
12 N -3.590 0.192 -1.559  0.44
13 N -0.601 -1.718 0.930  -0.25
14 N 2.070 0.481 2.950  -0.22
15 N -2.304 2.042 -2.183  0.34
16 N -0.634 -1.705 -2.069  -0.04
17 C -2.301 -2.828 1.750  -0.36
18 C -3.977 -0.788 -0.571  -1.10
19 C -2.150 -2.972 -3.011  -0.43
20 C -3.677 0.965 -3.872  -0.45
21 C -0.727 -1.327 -3.337  -0.36
22 C -1.685 -2.111 -3.992  -1.04
23 C 2.198 1.405 3.864  0.01
24 C -0.858 -1.220 2.134  -0.24
25 C -1.933 -1.902 2.710  -0.93
26 C 4.250 1.084 2.175  -0.22
27 C 3.285 2.241 4.041  -0.54
28 C 3.102 0.318 2.112  -0.68
29 C 4.332 2.068 3.144  1.20
30 C -2.519 1.020 -1.294  0.50
31 C -4.400 0.247 -2.753  -0.71
32 C -1.278 3.027 -1.904  -1.31
33 C -3.121 2.273 -3.350  -0.81
34 B -1.478 -3.593 -0.580  -0.05
35 H -4.627 -0.781 -3.055  0.39
36 H -5.363 0.741 -2.540  0.33
37 H -3.856 -1.804 -0.955  0.27
38 H -0.074 -0.551 -3.709  0.43
39 H 3.314 3.001 4.807  0.41
40 H -1.711 4.033 -1.965  0.35
41 H -3.938 2.978 -3.126  0.25
42 H -5.028 -0.640 -0.289  0.41
43 H -0.447 2.945 -2.607  0.38
44 H -0.489 -4.284 -0.579  -0.18
45 H -2.493 2.744 -4.111  0.47
46 H 3.017 -0.437 1.338  0.49
47 H -2.853 0.341 -4.219  0.05
48 H -2.877 -3.767 -3.049  0.46
49 H -3.078 -3.575 1.743  0.42
50 H -0.247 -0.418 2.517  0.34
51 H -0.884 2.859 -0.908  0.36
52 H -3.350 -0.670 0.307  0.14
53 H 5.022 0.933 1.425  -0.06
54 H 5.990 2.706 2.493  0.32
55 H -4.357 1.141 -4.708  0.38
56 H -2.371 -1.743 3.680  0.39
57 H -1.975 -2.073 -5.028  0.46
58 H -2.507 -4.242 -0.568  -0.21

As for the total charge: -2. The gap between HOMO and LUMO comes out at 0.201 Ha. The calculation puts the max |F| at 0.5 eV/A. For the energy relative to the best compared isomer or geometry (same formula, charge and spin), the calculation gives 0.0 kJ/mol.

=====

DFT (wB97M-V/def2-TZVPD) results for an isolated molecule of C3H8N2O2 in a non-equilibrium geometry.

Last column: Mulliken charge in e.
CARTESIAN COORDINATES (ANGSTROEM)
1 O 1.878 0.140 -0.855  -0.57
2 O -0.684 2.292 1.423  -0.52
3 N 1.774 -2.031 -0.254  -0.40
4 N -0.620 0.669 -0.393  -0.17
5 C -1.368 1.533 0.439  -0.39
6 C 1.173 -0.847 -0.535  0.37
7 C -0.330 -0.719 -0.167  -0.56
8 H -0.682 -1.283 -1.050  0.25
9 H -0.945 0.744 -1.367  0.22
10 H -1.968 2.253 -0.109  0.27
11 H 0.231 2.420 1.240  0.30
12 H 1.563 -2.572 0.638  0.22
13 H -2.063 0.867 1.008  0.28
14 H -0.617 -1.251 0.722  0.45
15 H 2.658 -2.215 -0.740  0.24

The gap between HOMO and LUMO comes out at 0.361 Ha. The calculation puts the max |F| at 4.5 eV/A. For the energy relative to the best compared isomer or geometry (same formula, charge and spin), the calculation gives 212.3 kJ/mol. As for the SMILES: NC(=O)CNCO.

=====

DFT (wB97M-V/def2-TZVPD) results for a 2-piece molecular cluster, CH4O3S overall in a non-equilibrium geometry.

Last column: Mulliken charge in e.
CARTESIAN COORDINATES (ANGSTROEM)
1 S 0.947 -1.467 -0.080  0.16
2 O 0.787 -0.204 0.644  -0.60
3 O -0.695 1.749 1.001  -0.46
4 O -1.867 0.398 -0.315  -0.51
5 C -1.777 1.333 0.424  0.15
6 H 0.589 -1.085 -1.244  0.20
7 H 0.109 1.213 0.835  0.50
8 H -2.610 1.897 0.745  0.38
9 H -0.201 -2.307 -0.070  0.19

The gap between HOMO and LUMO comes out at 0.383 Ha. The calculation puts the max |F| at 2.7 eV/A. For the energy relative to the best compared isomer or geometry (same formula, charge and spin), the calculation gives 194.6 kJ/mol.